Computed, not measured: a single C16H24FN3O molecule, with ωB97M-V/def2-TZVPD.

Output
Lowest unoccupied orbital energy ... 0.686 eV
Frontier orbital gap ... 8.858 eV
SMILES string ... CCCCNC(=O)N1CCN(Cc2ccc(F)cc2)CC1
HOMO energy ... -8.17 eV
Total charge ... 0

Cartesian coordinates (Å):
C 1.489520 0.357391 -4.480791
C 2.333913 -0.904238 -4.640126
C 1.546448 -2.193218 -4.370701
C 1.657664 -2.693565 -2.926020
N 1.186628 -1.748415 -1.936275
C -0.162745 -1.638117 -1.715400
O -0.957982 -2.450136 -2.150598
N -0.572032 -0.544574 -0.986711
C 0.250031 0.229289 -0.080069
H 1.308056 0.144947 -0.322462
C 0.029187 -0.239747 1.370653
N -1.362399 -0.211225 1.777063
C -1.859109 1.117767 2.092187
C -1.169818 1.663186 3.315174
C -1.010477 0.851524 4.433208
C -0.385701 1.327768 5.569732
C 0.074762 2.632609 5.577174
C -0.070328 3.463198 4.482689
C -0.693293 2.966354 3.350722
H -0.809957 3.606029 2.487665
H 0.301828 4.474727 4.521892
F 0.686292 3.107434 6.684111
H -0.253908 0.708209 6.442606
H -1.373834 -0.163215 4.394195
H -1.755169 1.837696 1.264405
H -2.928271 1.018083 2.308814
C -2.173181 -0.949620 0.825315
C -1.977482 -0.481862 -0.622602
H -2.526701 -1.129307 -1.306102
H -2.320141 0.551135 -0.745522
H -3.223555 -0.867260 1.109960
H -1.877027 -2.001221 0.891310
H 0.610682 0.380167 2.056005
H 0.373948 -1.275361 1.456133
H -0.037994 1.282985 -0.180304
H 1.753301 -0.921330 -1.846006
H 2.698852 -2.929821 -2.687749
H 1.051393 -3.594821 -2.814396
H 1.913990 -2.991493 -5.017650
H 0.492307 -2.035302 -4.602462
H 2.718882 -0.926424 -5.661803
H 3.199227 -0.858880 -3.972883
H 0.685403 0.362975 -5.213324
H 1.039090 0.420629 -3.493224
H 2.099699 1.245050 -4.637833

Atoms 1-6, force components in eV/Å:
C 0.228 -0.058 -0.038
C -0.245 -0.043 -0.051
C 0.211 -0.014 0.235
C -0.176 -0.236 -0.304
N 0.304 0.141 0.124
C 0.152 0.316 0.117

These are the natural (NBO) partial charges, in e, on atoms 1 to 6:
1. C -0.603
2. C -0.403
3. C -0.415
4. C -0.212
5. N -0.644
6. C 0.790

***

Computed, not measured: a molecular structure, C13H25F2NO7Si2, with ωB97M-V/def2-TZVPD.

Output
Lowest unoccupied orbital energy ... 0.370 eV
Frontier orbital gap ... 10.772 eV
HOMO energy ... -10.40 eV
Total charge ... 0

Cartesian coordinates (Å):
C 4.604496 -0.012312 1.554499
C 3.957565 -0.480620 0.201559
C 2.704638 0.409551 -0.094444
O 3.199957 1.696854 -0.506731
Si 1.985996 2.683726 -1.163206
C 2.297599 4.421917 -0.472267
C 3.736658 4.633699 -0.019784
O 4.587465 4.695225 -0.796323
F 3.997072 4.721410 1.304125
O 0.514535 2.017741 -0.674254
Si -0.842489 2.858205 -1.181779
F -0.781992 4.458803 -0.843437
N -2.287589 2.241078 -0.294831
C -2.161494 2.452196 1.122931
C -3.387646 2.321209 2.077195
O -1.142136 2.776206 1.622883
C -2.389602 0.869386 -0.659094
C -3.221321 -0.184372 0.078703
O -1.806900 0.521842 -1.645288
H 3.800679 0.216640 2.279828
H 5.302374 -0.785202 1.914422
H 5.150157 0.923962 1.346479
H 3.674023 -1.549373 0.260877
H 4.662686 -0.301402 -0.633994
H 2.188351 -0.065647 -0.952031
H 2.104809 0.444271 0.832086
H 2.157961 2.675959 -2.627773
H 1.562095 4.610229 0.338805
H 2.028712 5.143661 -1.269606
H -1.003006 2.762514 -2.635051
H -3.184211 1.419110 2.685498
H -4.330590 2.187771 1.519032
H -3.374946 3.229586 2.695633
H -2.554073 -0.849639 0.658946
H -3.991898 0.217792 0.755350
H -3.767130 -0.757782 -0.712709
O -3.835665 -2.872455 -1.250627
C -2.887271 -3.588239 -1.060568
O -3.000287 -4.634834 -0.224458
C -2.001585 -5.649268 -0.074280
C -0.941920 -5.236765 0.927002
C -1.545156 -3.272588 -1.673444
H -1.577511 -5.925594 -1.041221
H -2.524098 -6.530866 0.296705
H -0.403505 -4.346534 0.598942
H -0.220332 -6.041280 1.075036
H -1.401753 -4.995495 1.886394
H -1.029973 -2.542371 -1.048813
H -1.711411 -2.843710 -2.659813
H -0.910337 -4.144193 -1.817103

Atoms 1-6, force components in eV/Å:
C -0.192 -0.047 -1.156
C -0.285 0.983 0.661
C 1.721 -1.515 -0.390
O -1.858 0.581 -0.039
Si 1.642 -1.047 1.204
C -0.986 0.355 1.146

These are the natural (NBO) partial charges, in e, on atoms 1 to 6:
1. C -0.616
2. C -0.409
3. C -0.068
4. O -0.899
5. Si 1.907
6. C -1.041

***

Computed, not measured: a single C4H6N2O3 molecule, with ωB97M-V/def2-TZVPD.

Output
Lowest unoccupied orbital energy (alpha / beta) ... 0.658 / -2.314 eV
Frontier orbital gap (alpha / beta) ... 5.915 / 7.422 eV
HOMO energy (alpha / beta) ... -5.26 / -9.74 eV
2S+1 ... 3
Total charge ... 0

Cartesian coordinates (Å):
C -0.426041 0.178016 -1.183869
C -1.351922 1.035575 -0.717093
C 2.008495 0.453734 -0.056670
C 0.589041 -0.072970 0.231538
N -0.129812 0.835426 1.165504
N 0.624302 -1.490759 0.568943
O 1.989104 1.831734 0.148470
O 2.925246 -0.140841 -0.481386
O -1.343398 1.325506 0.592976
H -0.302241 -0.174732 -2.116634
H -2.218420 1.424305 -1.213658
H -0.278081 0.461613 2.043136
H -0.289070 -1.887006 0.322003
H 1.071356 2.150691 0.214425
H 1.022182 -1.846816 1.430585

Atoms 1-6, force components in eV/Å:
C 5.340 -3.757 4.659
C -4.640 4.898 0.535
C -2.565 2.927 0.418
C -1.435 -0.987 -1.747
N 1.221 0.967 -2.889
N -1.335 0.590 -1.157

These are the natural (NBO) partial charges, in e, on atoms 1 to 6:
1. C -0.129
2. C -0.125
3. C 0.760
4. C 0.091
5. N -0.352
6. N -0.845

***

Computed, not measured: a single C18H19NO4 molecule, with ωB97M-V/def2-TZVPD.

Output
Lowest unoccupied orbital energy ... 0.636 eV
Frontier orbital gap ... 8.802 eV
SMILES string ... COc1ccccc1OCCCn1c(=O)oc2ccc(C)cc21
HOMO energy ... -8.17 eV
Total charge ... 0

Cartesian coordinates (Å):
C 1.893109 2.477276 1.805599
H 2.251411 2.587193 0.777901
O 1.048645 1.361479 1.941879
C -0.155458 1.367031 1.278976
C -0.522808 2.348321 0.369481
C -1.758431 2.318508 -0.255353
C -2.650553 1.302876 0.022636
C -2.294765 0.313906 0.920878
C -1.059107 0.322853 1.556334
O -0.870305 -0.645718 2.503217
C 0.356588 -1.342998 2.619601
C 0.290085 -2.710493 1.920667
H -0.755073 -3.018771 1.867948
H 0.834644 -3.446685 2.512795
C 0.880907 -2.723533 0.509837
N 0.195983 -1.836227 -0.397374
C -1.085547 -2.067939 -0.848589
O -1.801492 -2.976124 -0.531888
O -1.410709 -1.101063 -1.748538
C -0.337181 -0.265666 -1.866000
C -0.185865 0.845446 -2.663566
C 1.032373 1.504209 -2.597618
C 2.066556 1.073803 -1.768767
C 1.897910 -0.047087 -0.963219
C 0.687122 -0.709851 -1.021693
H 2.693023 -0.382783 -0.315171
C 3.375465 1.808152 -1.775567
H 3.934939 1.557811 -2.677017
H 3.217056 2.884942 -1.775695
H 3.983197 1.538546 -0.915286
H 1.188654 2.377871 -3.212008
H -0.980266 1.180667 -3.308314
H 0.805961 -3.740729 0.109791
H 1.931810 -2.427363 0.531726
H 0.492777 -1.493258 3.695186
H 1.191872 -0.751684 2.241575
H -2.972544 -0.491156 1.158024
H -3.615276 1.269976 -0.458361
H -2.015000 3.099590 -0.954479
H 0.154603 3.155823 0.143652
H 1.393055 3.398457 2.119857
H 2.738318 2.284392 2.465380

Atoms 1-6, force components in eV/Å:
C 0.124 0.158 -0.010
H -0.015 0.020 0.009
O -0.508 -0.268 0.004
C 0.121 -0.017 0.125
C 0.157 0.041 0.152
C -0.135 0.030 0.055

These are the natural (NBO) partial charges, in e, on atoms 1 to 6:
1. C -0.247
2. H 0.176
3. O -0.516
4. C 0.220
5. C -0.281
6. C -0.218

***

Computed, not measured: a molecular structure, C6H18KO8P2, with ωB97M-V/def2-TZVPD.

Output
Lowest unoccupied orbital energy ... -3.289 eV
Frontier orbital gap ... 9.890 eV
HOMO energy ... -13.18 eV
Total charge ... +1

Cartesian coordinates (Å):
K -2.281778 -0.147212 -2.066701
C -1.250276 -4.779972 -1.416832
O -0.797079 -4.404182 -0.106232
P 0.030152 -3.085733 0.197716
O -0.674351 -1.837350 -0.243320
O 1.493746 -3.358054 -0.596578
C 1.606210 -2.988421 -1.925280
O 0.392412 -3.176008 1.791230
C 0.121115 -2.077342 2.716987
H -0.860854 -5.745933 -1.738364
H -1.082971 -3.984934 -2.143473
H -2.333396 -4.813381 -1.299215
H 2.070553 -3.883827 -2.338470
H 2.406801 -2.248832 -1.938495
H 0.718136 -2.548830 -2.379359
H 1.050747 -1.535303 2.890437
H -0.126646 -2.599755 3.641000
H -0.743012 -1.432476 2.557235
C -0.225806 2.330748 2.275291
O 0.473365 2.890299 1.152007
P -0.117645 2.979846 -0.405518
O -0.732553 1.710314 -0.825455
O -0.992425 4.411468 -0.588151
C -2.100122 4.765236 0.181230
O 1.178686 3.354259 -1.343770
C 2.523092 2.821852 -1.260011
H -1.169422 1.820619 2.081728
H -0.545376 3.135660 2.937168
H 0.612161 1.853404 2.783280
H -2.592505 5.632772 -0.258128
H -1.832934 4.961400 1.219608
H -2.874315 3.998040 0.169489
H 3.259402 3.555218 -1.588817
H 2.654312 1.939283 -1.886074
H 2.742576 2.487124 -0.246162

Atoms 1-6, force components in eV/Å:
K 0.542 0.056 0.540
C -0.972 0.696 0.259
O 0.739 0.140 0.794
P 1.530 0.267 -0.099
O 0.558 -0.925 0.101
O -3.352 0.362 3.944

These are the natural (NBO) partial charges, in e, on atoms 1 to 6:
1. K 0.995
2. C -0.244
3. O -0.813
4. P 2.560
5. O -1.175
6. O -0.783

***

Table of total energy (eV), in record order: -26217.494; -50905.682; -13360.607; -28654.689; -57795.567